A:
Entry from the OMol25 dataset: a structure of composition C6H13IN (the ωB97M-V functional and the def2-TZVPD basis).

Atoms and positions in Å:
C1 0.34 -2.27 -0.77
C2 1.27 -1.60 -0.15
C3 -2.00 1.08 0.63
C4 -0.87 0.31 1.36
C5 0.57 0.89 1.06
C6 1.39 -0.13 -0.40
N1 0.53 0.40 -1.51
I1 3.31 0.63 -0.91
H1 0.40 -3.32 -0.71
H2 -0.54 -1.73 -1.13
H3 2.05 -2.11 0.34
H4 -2.95 1.08 1.18
H5 -1.82 2.14 0.33
H6 -2.27 0.44 -0.25
H7 -0.93 0.47 2.37
H8 -1.00 -0.82 1.09
H9 1.22 0.94 1.92
H10 0.38 1.87 0.60
H11 -0.43 0.37 -1.17
H12 0.80 -0.05 -2.41
H13 0.55 1.40 -1.47

Its HOMO-LUMO gap is 9.91 eV. The charge is +1.

Results of the natural (NBO) charge analysis, in e, for atoms 1 through 2:
1. C -0.3581
2. C -0.2719



B:
Entry from the OMol25 dataset: the ion C6H13IN with charge +1 (the ωB97M-V functional and the def2-TZVPD basis).

Atoms and positions in Å:
C1 -0.50 0.86 -0.72
C2 0.36 -0.21 -0.88
C3 -0.98 1.76 -1.85
C4 -1.05 1.09 0.64
C5 1.78 -0.45 1.07
C6 -0.22 -1.81 0.91
N1 0.83 -1.15 0.11
I1 0.78 -0.99 -2.80
H1 -0.25 2.58 -2.05
H2 -1.83 2.36 -1.65
H3 -1.09 0.98 -2.66
H4 -0.35 0.78 1.34
H5 -1.48 2.04 0.78
H6 -2.04 0.55 0.69
H7 1.24 -0.04 1.96
H8 2.65 -1.13 1.26
H9 2.15 0.41 0.47
H10 0.02 -1.72 2.01
H11 -1.20 -1.20 0.70
H12 -0.32 -2.90 0.82
H13 1.51 -1.84 -0.17

Its HOMO-LUMO gap is 9.49 eV. The charge is +1.

Results of the natural (NBO) charge analysis, in e, for atoms 1 through 2:
1. C 0.0611
2. C -0.0742



The winner here is B, beating the second structure by 0.517 eV.